1.
Computed, not measured: a structure of composition C5H10O2, with the ωB97M-V functional and the def2-TZVPD basis.

Properties
**ΔE to the lowest compared entry with this formula, charge and spin**: 148.35 kcal per mole
**E_HOMO**: -7.789 eV
**LUMO energy**: 0.022 Eh
**Total charge**: 0
**E**: -9436.610 eV
**HOMO-LUMO gap**: 8.4 eV

The geometry in XYZ format:
```
17
Properties=species:S:1:pos:R:3:forces:R:3:lowdin_charge:R:1
C -1.4430 -0.8089 -1.3980 -0.09 -0.18 0.06 -0.07
O -0.9888 0.3606 -0.9961 0.17 0.09 0.01 -0.09
C 0.2151 0.5323 -0.5163 -0.11 -0.02 -0.01 -0.28
C 0.6681 1.8257 0.1087 -0.08 0.26 -0.22 -0.10
O 1.3551 1.0785 1.1286 0.11 0.04 0.12 -0.08
C 0.8944 -0.1981 0.6329 0.01 -0.36 -0.01 -0.31
C 0.0234 -0.9169 1.6488 -0.06 -0.01 0.01 -0.03
H 0.2045 -0.9097 -2.3729 -0.06 0.08 0.11 0.09
H -1.1305 -1.6983 -0.8604 0.01 0.13 -0.10 0.07
H -2.4313 -0.7475 -1.8372 0.17 -0.02 0.02 0.07
H 0.7789 -0.4208 -2.0620 -0.11 0.04 0.11 0.10
H -0.1282 2.4639 0.5188 0.08 -0.12 -0.07 0.13
H 1.3577 2.4429 -0.4789 -0.08 -0.10 0.08 0.12
H 1.7469 -0.8273 0.3471 -0.10 0.08 0.04 0.14
H -0.2737 -1.9109 1.2975 0.05 0.14 0.04 0.08
H 0.5988 -1.0435 2.5715 -0.07 0.02 -0.14 0.09
H -0.8770 -0.3393 1.8823 0.12 -0.07 -0.05 0.09
```
Forces are in eV/Å.

2.
Computed, not measured: the molecule C6H9NO2 at a distorted geometry, with the ωB97M-V functional and the def2-TZVPD basis.

Properties
**ΔE to the lowest compared entry with this formula, charge and spin**: 39.27 kcal per mole
**E_HOMO**: -7.582 eV
**LUMO energy**: 0.033 Eh
**SMILES string**: C[C@@H](O)Nc1ccco1
**Total charge**: 0
**E**: -11951.616 eV
**HOMO-LUMO gap**: 8.5 eV

The geometry in XYZ format:
```
18
Properties=species:S:1:pos:R:3:forces:R:3:lowdin_charge:R:1
C 1.9386 0.1720 1.0946 0.88 -0.67 -0.95 -0.02
C 1.7320 0.0877 -0.4283 1.48 2.15 0.84 -0.45
O 1.8279 -1.2099 -0.8595 -0.20 -0.62 -0.85 0.01
N 0.5720 0.8741 -0.8852 0.13 -1.08 -0.97 0.10
C -0.6784 0.3787 -0.6525 -0.13 0.36 1.71 -0.31
C -1.8477 0.9661 -0.2671 -0.30 -0.25 -0.96 -0.03
C -2.7278 -0.0924 0.0999 -0.03 -0.28 0.28 -0.08
C -1.9688 -1.2048 0.0379 -3.20 -1.87 1.22 -0.17
O -0.7450 -0.9817 -0.4199 0.89 1.10 -0.54 0.02
H 2.0785 1.1848 1.4416 0.43 0.25 0.04 0.08
H 1.0990 -0.2025 1.5859 -1.70 -0.66 0.87 0.05
H 2.7474 -0.5404 1.3455 -0.05 0.81 0.00 0.09
H 2.6003 0.5937 -0.8728 -0.21 -0.02 -0.04 0.14
H 0.9838 -1.6444 -0.7277 -0.15 -0.23 0.11 0.08
H 0.6270 1.8805 -0.9117 0.27 -0.26 0.04 0.15
H -2.1585 1.9789 -0.3471 0.27 0.67 -0.03 0.10
H -3.7807 -0.0300 0.4044 0.77 -0.05 -0.14 0.11
H -2.2998 -2.2107 0.3620 0.85 0.64 -0.63 0.13
```
Forces are in eV/Å.

3.
Computed, not measured: a structure of composition C3H11N4 at a distorted geometry, with the ωB97M-V functional and the def2-TZVPD basis.

Properties
**ΔE to the lowest compared entry with this formula, charge and spin**: 72.16 kcal per mole
**E_HOMO**: -13.923 eV
**LUMO energy**: -0.108 Eh
**Total charge**: +1
**E**: -9241.114 eV
**HOMO-LUMO gap**: 11.0 eV

The geometry in XYZ format:
```
18
Properties=species:S:1:pos:R:3:forces:R:3:lowdin_charge:R:1
C 1.0487 1.0832 2.2247 1.21 -0.11 3.05 -0.03
C 0.3567 -1.6463 0.4221 -0.99 -0.21 -3.26 -0.04
C -0.2067 0.7808 -1.0182 0.10 -0.33 -0.59 -0.26
N 1.0278 1.0163 0.9988 -0.67 -1.04 -3.97 -0.01
N -1.1994 1.1832 -1.9019 2.67 -0.83 -0.39 0.13
N -0.2249 1.0407 0.2883 -0.69 2.20 3.04 -0.03
N -0.2366 -1.1829 -0.8967 0.40 -0.70 0.20 0.00
H 2.0151 0.7989 2.7698 -1.32 0.92 -1.00 0.13
H 0.2018 1.3506 2.8324 -0.53 -0.11 0.36 0.08
H 1.3764 -1.4353 0.3883 1.59 0.48 0.28 0.07
H -0.1567 -1.1700 1.1727 -0.95 0.71 1.92 0.05
H 0.2058 -2.6786 0.3613 -0.11 -1.73 0.82 0.08
H 0.8222 0.7296 -1.3782 -0.43 0.35 -0.25 0.16
H -0.9358 0.9339 -2.8814 -0.86 0.45 1.27 0.14
H -2.1509 1.0827 -1.6351 -0.70 -0.03 0.04 0.10
H -1.0875 1.3478 0.8268 1.37 -0.51 -1.12 0.19
H -1.1821 -1.5656 -0.9796 0.17 0.20 -0.05 0.13
H 0.3264 -1.6691 -1.5944 -0.27 0.26 -0.34 0.12
```
Forces are in eV/Å.